Entry one
This record from the Open Molecules 2025 dataset describes an isolated ion of composition C3H7IN and charge +1. The level of theory is ωB97M-V with the def2-TZVPD basis set.

SMILES: C[N@H+]1C[C@@H]1I
Frontier orbital gap: 9.184 eV
LUMO level: -4.9 eV
Charge: +1

Positions of all 12 atoms, in Å:
C 0.227 -1.194 0.225
C 0.912 -0.249 -0.750
C -1.211 0.899 0.115
N 0.005 0.272 0.343
I 3.091 0.148 -0.028
H -0.506 -1.696 -0.344
H 0.619 -1.660 1.107
H 0.793 -0.134 -1.902
H -1.186 1.978 -0.004
H -1.621 0.387 -0.803
H -1.899 0.711 0.939
H 0.777 0.538 1.103

Mulliken population analysis, charges in e, atoms 1 to 6: number 1, C, carries -0.257; number 2, C, carries -0.275; number 3, C, carries -0.715; number 4, N, carries -0.147; number 5, I, carries 0.170; number 6, H, carries 0.286

=====

Entry two
This record from the Open Molecules 2025 dataset describes C3H7IN as an isolated structure. The level of theory is ωB97M-V with the def2-TZVPD basis set.

Frontier orbital gap: 8.719 eV
LUMO level: -5.3 eV
Charge: +1

Positions of all 12 atoms, in Å:
C 0.143 0.200 0.031
C -0.893 0.085 1.111
C 0.678 -1.059 -0.531
N 0.593 1.323 -0.475
I -2.731 -0.068 -0.075
H -0.807 -0.832 1.680
H -0.984 0.957 1.753
H 0.366 -1.179 -1.571
H 0.349 -1.936 0.019
H 1.768 -1.036 -0.540
H 0.266 2.229 -0.156
H 1.253 1.314 -1.245

Mulliken population analysis, charges in e, atoms 1 to 6: number 1, C, carries 0.863; number 2, C, carries -1.058; number 3, C, carries -1.346; number 4, N, carries -0.301; number 5, I, carries 0.271; number 6, H, carries 0.408

=====

What are the relative energies? In eV: entry one 2.696; entry two 0.000.

=====

Entry one
This record from the Open Molecules 2025 dataset describes a 2-piece molecular cluster, H3IN2 overall. The level of theory is ωB97M-V with the def2-TZVPD basis set.

SMILES: [H]/N=N/[H].I
Frontier orbital gap: 9.615 eV
LUMO level: 0.0 eV
Charge: 0

Positions of all 6 atoms, in Å:
N 0.883 0.388 -0.115
N 0.816 -0.832 0.073
I -2.499 0.350 0.147
H 1.818 0.546 -0.288
H -0.812 0.542 -0.215
H -0.207 -0.994 0.398

Mulliken charges, unit e, in atom order: number 1, N, carries -0.220; number 2, N, carries -0.243; number 3, I, carries -0.188; number 4, H, carries 0.239; number 5, H, carries 0.226; number 6, H, carries 0.186

=====

Entry two
This record from the Open Molecules 2025 dataset describes a 2-piece molecular cluster, H3IN2 overall. The level of theory is ωB97M-V with the def2-TZVPD basis set.

Frontier orbital gap (alpha / beta): 7.856 / 7.708 eV
LUMO level (alpha / beta): -1.2 / -1.3 eV
Charge: 0

Positions of all 6 atoms, in Å:
N 0.664 -0.276 0.569
N 0.046 -0.493 -0.575
I -1.421 1.364 -1.407
H 1.584 0.136 0.269
H 0.283 0.325 1.288
H -1.155 -1.056 -0.144

Mulliken charges, unit e, in atom order: number 1, N, carries -0.244; number 2, N, carries -0.432; number 3, I, carries -0.182; number 4, H, carries 0.270; number 5, H, carries 0.271; number 6, H, carries 0.317

=====

What are the relative energies? In eV: entry one 0.000; entry two 1.411.

=====

Entry one
This record from the Open Molecules 2025 dataset describes a 2-piece molecular cluster, C2H3FS2 overall. The level of theory is ωB97M-V with the def2-TZVPD basis set.

Frontier orbital gap (alpha / beta): 4.465 / 4.528 eV
LUMO level (alpha / beta): -3.9 / -3.8 eV
Charge: 0

Positions of all 8 atoms, in Å:
C -0.616 -0.676 0.987
C 0.026 -1.146 -0.068
F 0.823 3.428 -1.067
S -0.674 -1.128 -1.581
S 1.334 1.828 -1.254
H -0.207 -0.541 1.979
H -1.664 -0.216 0.811
H 0.976 -1.549 0.194

Mulliken population analysis, charges in e, atoms 1 to 6: number 1, C, carries -0.327; number 2, C, carries -0.297; number 3, F, carries -0.239; number 4, S, carries -0.073; number 5, S, carries 0.110; number 6, H, carries 0.279

=====

Entry two
This record from the Open Molecules 2025 dataset describes a 2-piece molecular cluster, C2H3FS2 overall. The level of theory is ωB97M-V with the def2-TZVPD basis set.

Frontier orbital gap: 8.567 eV
LUMO level: -0.2 eV
Charge: 0

Positions of all 8 atoms, in Å:
C -0.789 1.947 1.223
C -0.858 1.565 0.089
F -1.093 2.544 2.291
S 0.963 -1.492 -0.329
S -0.246 -2.940 0.073
H 2.066 -1.859 -1.399
H -0.385 0.957 -0.617
H 0.342 -0.722 -1.331

Mulliken population analysis, charges in e, atoms 1 to 6: number 1, C, carries 0.210; number 2, C, carries -0.043; number 3, F, carries -0.199; number 4, S, carries -0.075; number 5, S, carries -0.291; number 6, H, carries 0.182

=====

Entry three
This record from the Open Molecules 2025 dataset describes a 2-piece molecular cluster, C2H3FS2 overall. The level of theory is ωB97M-V with the def2-TZVPD basis set.

SMILES: FC=S.C=S
Frontier orbital gap: 8.621 eV
LUMO level: -0.4 eV
Charge: 0

Positions of all 8 atoms, in Å:
C 0.189 0.614 -0.456
C -3.347 -0.541 -0.088
F -3.075 0.704 0.304
S -4.569 -0.850 -1.029
S -0.020 0.266 1.043
H 1.170 1.125 -0.774
H -0.432 0.176 -1.224
H -2.649 -1.247 0.305

Mulliken population analysis, charges in e, atoms 1 to 6: number 1, C, carries -0.242; number 2, C, carries 0.110; number 3, F, carries -0.146; number 4, S, carries -0.247; number 5, S, carries -0.212; number 6, H, carries 0.232

=====

What are the relative energies? In eV: entry one 3.224; entry two 2.972; entry three 0.000.

=====

Entry one
This record from the Open Molecules 2025 dataset describes one molecule with the formula CH5N3O. The level of theory is ωB97M-V with the def2-TZVPD basis set.

SMILES: NNC(N)=O
Frontier orbital gap: 10.284 eV
LUMO level: 0.7 eV
Charge: 0

Positions of all 10 atoms, in Å:
C -0.925 -0.303 -0.061
H 1.556 -0.009 1.039
H 1.895 0.465 -0.709
H 0.405 -1.813 -0.282
H -0.101 1.435 0.032
H -1.966 1.393 0.141
N 1.656 -0.251 0.070
N 0.384 -0.844 -0.189
N -1.032 1.026 -0.099
O -1.872 -1.099 0.059

Mulliken population analysis, charges in e, atoms 1 to 6: number 1, C, carries 0.531; number 2, H, carries 0.261; number 3, H, carries 0.268; number 4, H, carries 0.207; number 5, H, carries 0.244; number 6, H, carries 0.268

=====

Entry two
This record from the Open Molecules 2025 dataset describes a 2-piece molecular cluster, CH5N3O overall. The level of theory is ωB97M-V with the def2-TZVPD basis set.

Frontier orbital gap: 9.535 eV
LUMO level: 0.5 eV
Charge: 0

Positions of all 10 atoms, in Å:
C -1.923 0.244 0.040
N 2.407 0.463 0.098
N -1.274 -0.914 -0.137
N 1.282 0.195 -0.189
O -3.121 0.382 0.068
H -1.221 1.087 0.181
H 3.249 -0.034 -0.296
H 2.672 1.226 0.772
H -1.803 -1.752 -0.314
H -0.268 -0.898 -0.222

Mulliken population analysis, charges in e, atoms 1 to 6: number 1, C, carries 0.104; number 2, N, carries -0.121; number 3, N, carries -0.277; number 4, N, carries -0.380; number 5, O, carries -0.575; number 6, H, carries 0.287

=====

What are the relative energies? In eV: entry one 0.000; entry two 1.606.